[1]
{"formula": "C5H9ClO2Si", "method": "ωB97M-V with the def2-TZVPD basis set", "species": ["C", "C", "C", "C", "C", "O", "O", "Si", "Cl", "H", "H", "H", "H", "H", "H", "H", "H", "H"], "xyz": [[0.012, 3.790, 0.685], [0.009, 2.517, 0.407], [-0.063, 1.250, 0.085], [-2.207, -1.441, 0.995], [-0.865, -1.051, 0.310], [0.629, 0.758, -1.155], [-0.448, 0.186, 0.919], [1.998, 0.043, -1.653], [3.523, -0.152, -0.337], [0.878, 4.229, 1.196], [-0.956, 4.316, 0.508], [-2.194, -1.229, 2.012], [-2.923, -0.857, 0.437], [-2.512, -2.508, 0.808], [-0.983, -0.874, -0.829], [-0.044, -1.821, 0.427], [2.553, 0.893, -2.762], [1.830, -1.351, -1.917]], "de_lowest_kcal_mol": 0.0, "homo_ev": -8.974, "lumo_energy_ha": 0.0297, "multiplicity": 1}

---

[2]
{"formula": "C5H10O2", "method": "ωB97M-V with the def2-TZVPD basis set", "species": ["C", "C", "O", "C", "C", "C", "O", "H", "H", "H", "H", "H", "H", "H", "H", "H", "H"], "xyz": [[-2.181, -0.587, -0.077], [-0.811, -0.045, -0.444], [-0.878, 1.344, -0.452], [0.277, -0.533, 0.540], [1.717, -0.286, 0.280], [2.212, 0.722, -0.563], [1.590, 1.570, -1.238], [-2.200, -1.681, -0.082], [-2.480, -0.231, 0.917], [-2.911, -0.218, -0.802], [-0.486, -0.462, -1.411], [-0.012, 1.638, -0.847], [-0.273, 0.151, 1.579], [0.097, -1.502, 1.014], [2.414, -0.919, 0.817], [0.607, 0.317, 1.401], [3.317, 0.722, -0.633]], "de_lowest_kcal_mol": 120.5, "homo_ev": -8.258, "lumo_energy_ha": 0.0128, "multiplicity": 1}

---

[3]
{"formula": "C8H14ClNS", "method": "ωB97M-V with the def2-TZVPD basis set", "species": ["C", "C", "C", "C", "C", "C", "C", "C", "H", "H", "H", "H", "H", "H", "H", "H", "H", "H", "H", "H", "H", "H", "N", "S", "Cl"], "xyz": [[-4.046, -0.835, -1.123], [-2.925, -0.094, -1.876], [-2.729, 0.808, -0.636], [-4.114, 0.342, -0.131], [3.617, 0.436, 2.393], [3.878, -0.768, 0.216], [2.791, -0.384, -0.518], [1.726, 0.500, -0.160], [-4.950, -1.099, -1.672], [-3.339, 0.458, -2.726], [-2.083, -0.698, -2.217], [-1.921, 0.445, 0.005], [-2.592, 1.878, -0.810], [-4.222, 0.089, 0.926], [-4.912, 1.033, -0.418], [3.538, 1.449, 1.987], [4.201, 0.476, 3.314], [2.613, 0.072, 2.637], [5.138, -0.878, 1.779], [4.567, -1.458, -0.267], [2.732, -0.810, -1.516], [1.754, 0.948, 0.828], [4.283, -0.450, 1.465], [0.463, 0.889, -1.129], [-3.468, -2.347, -0.351]], "de_lowest_kcal_mol": 0.0, "homo_ev": -8.026, "lumo_energy_ha": 0.0001, "multiplicity": 1}

---

[4]
{"formula": "C5H9N", "method": "ωB97M-V with the def2-TZVPD basis set", "species": ["C", "C", "C", "C", "C", "N", "H", "H", "H", "H", "H", "H", "H", "H", "H"], "xyz": [[-0.422, 1.510, -0.305], [-0.464, 0.127, 0.354], [-0.734, -0.996, -0.671], [0.870, -0.141, 1.136], [1.766, -0.772, 0.156], [1.607, -1.367, -0.842], [-0.221, 2.308, 0.420], [-1.372, 1.742, -0.799], [0.368, 1.535, -1.064], [-1.240, 0.145, 1.145], [-1.376, -0.654, -1.476], [-1.156, -1.878, -0.167], [0.372, -1.449, -1.410], [0.723, -0.876, 1.934], [1.278, 0.766, 1.590]], "de_lowest_kcal_mol": 62.6, "homo_ev": -9.098, "lumo_energy_ha": 0.0342, "multiplicity": 1}

---

[5]
{"formula": "C29H37N2O", "method": "ωB97M-V with the def2-TZVPD basis set", "species": ["C", "C", "C", "C", "C", "C", "C", "C", "C", "C", "C", "C", "C", "C", "C", "C", "C", "C", "C", "C", "C", "C", "H", "H", "H", "H", "H", "H", "H", "H", "H", "H", "H", "H", "H", "H", "H", "H", "H", "H", "H", "H", "H", "H", "H", "H", "H", "H", "H", "H", "H", "C", "C", "O", "N", "C", "C", "C", "N", "C", "C", "H", "H", "H", "H", "H", "H", "H", "H"], "xyz": [[-4.481, 1.550, 3.669], [-3.652, 0.621, 2.837], [-2.887, -0.384, 3.433], [-2.141, -1.300, 2.683], [-1.411, -2.357, 3.469], [-2.128, -1.187, 1.274], [-1.383, -2.164, 0.357], [-2.048, -3.552, 0.377], [0.133, -2.258, 0.621], [0.950, -1.057, 0.417], [2.154, -0.822, 1.105], [2.679, 0.520, 1.134], [1.899, 1.619, 0.506], [3.894, 0.813, 1.723], [4.624, -0.158, 2.412], [5.936, 0.191, 3.039], [4.085, -1.447, 2.490], [2.904, -1.816, 1.857], [2.488, -3.242, 2.051], [-2.908, -0.182, 0.672], [-2.986, -0.065, -0.826], [-3.634, 0.718, 1.447], [-4.948, 2.305, 3.032], [-5.275, 1.011, 4.199], [-3.872, 2.059, 4.425], [-2.884, -0.472, 4.524], [-1.474, -3.357, 3.033], [-0.355, -2.103, 3.634], [-1.865, -2.422, 4.467], [-1.471, -1.809, -0.676], [-3.081, -3.462, 0.019], [-1.512, -4.245, -0.283], [-2.081, -3.985, 1.383], [0.258, -2.547, 1.668], [0.541, -3.070, -0.012], [0.555, -0.300, -0.242], [2.318, 2.598, 0.766], [1.932, 1.516, -0.580], [0.848, 1.602, 0.816], [4.282, 1.833, 1.659], [6.365, -0.672, 3.554], [6.652, 0.532, 2.280], [5.824, 1.009, 3.762], [4.628, -2.205, 3.062], [3.369, -3.826, 2.349], [1.767, -3.364, 2.876], [2.088, -3.701, 1.142], [-3.641, 0.770, -1.094], [-2.003, 0.139, -1.267], [-3.394, -0.973, -1.293], [-4.213, 1.497, 0.949], [-0.912, 3.963, -7.362], [-0.896, 3.602, -5.893], [-1.699, 4.043, -5.078], [0.123, 2.715, -5.563], [0.277, 2.032, -4.355], [1.082, 0.869, -4.302], [1.141, 0.140, -3.113], [0.499, 0.517, -1.984], [-0.239, 1.653, -2.035], [-0.364, 2.446, -3.180], [-1.068, 3.069, -7.981], [-1.734, 4.657, -7.543], [0.026, 4.444, -7.665], [0.695, 2.414, -6.344], [1.632, 0.521, -5.178], [1.725, -0.785, -3.053], [-0.758, 1.959, -1.119], [-0.977, 3.340, -3.148]], "de_lowest_kcal_mol": 0.0, "homo_ev": -10.871, "lumo_energy_ha": -0.1781, "multiplicity": 1, "total_charge": 1}

---

- Number 1 is which compound?
  C5H9ClO2Si

---

- Number 2 is which compound?
  C5H10O2